*1*
19
Properties=species:S:1:pos:R:3 method="wB97M-V/def2-TZVPD" total_charge=+1 mol_weight_g_mol=111.2 multiplicity=1 homo_lumo_gap_ev=7.95 homo_energy_ha=-0.428
C 0.85981 -1.67791 -0.02970
C -1.04664 0.78074 1.24464
C -0.35845 -1.37271 0.73194
C 1.54838 0.74514 0.89019
C 1.55094 -0.40455 0.25583
C -1.54444 -0.09848 -0.92967
N -0.96142 -0.20771 0.35935
N 1.70289 0.92661 -0.60519
H 1.38955 -2.52148 0.08090
H 0.67296 -1.45156 -1.05066
H -0.50613 0.77882 2.17011
H -1.68202 1.57818 1.08218
H -0.51563 -1.62273 1.78735
H 1.63850 1.51167 1.58713
H -1.25280 -0.98306 -1.59159
H -2.67995 -0.15298 -0.89463
H -1.23791 0.78305 -1.52930
H 0.77300 1.25542 -0.94261
H 2.59360 1.32823 -0.88750

*2*
19
Properties=species:S:1:pos:R:3 method="wB97M-V/def2-TZVPD" total_charge=+1 mol_weight_g_mol=111.2 multiplicity=1 homo_lumo_gap_ev=7.50 homo_energy_ha=-0.492
C -2.12172 0.21375 -0.50046
C 0.22484 0.12838 1.37001
C 0.50430 -0.72790 0.28394
C 0.25914 0.61313 -0.08602
C 1.09214 -1.99967 0.10283
C 1.35244 1.52841 -0.73732
N -1.93377 -1.00413 -0.24238
N -1.04493 1.07630 -0.52035
H -3.19188 0.73393 -0.38806
H -0.73226 0.34942 1.96420
H 1.02811 0.28949 2.13658
H 0.49311 -2.79053 -0.49431
H 1.38015 -2.34469 1.08808
H 2.09160 -2.02207 -0.46896
H 1.88118 0.96997 -1.44009
H 1.91009 2.20193 -0.02381
H 0.81045 2.24270 -1.36161
H -2.76547 -1.54173 0.13876
H -1.23752 2.08330 -0.82102

Most stable: *2* (next structure +54.1 kcal/mol)

*1*
32
Properties=species:S:1:pos:R:3 method="wB97M-V/def2-TZVPD" total_charge=+1 mol_weight_g_mol=205.3 multiplicity=1 homo_lumo_gap_ev=8.26 homo_energy_ha=-0.406
C 2.64357 0.93353 1.43278
C 2.02405 0.78284 0.09164
C 2.05861 1.71318 -0.89476
C 1.47671 -0.41465 -0.43180
C 0.94740 -0.08636 -1.72664
C 1.26980 -1.74987 0.03130
C 0.29553 -1.05293 -2.49028
C 0.58045 -2.63554 -0.73804
C 0.02467 -2.28587 -1.97757
N 1.38547 1.17606 -2.01620
H 2.08303 0.48212 2.24215
H 2.78466 1.95767 1.74192
H 2.32420 2.74543 -1.01139
H 1.46173 1.54028 -2.95045
H 1.48803 -1.98999 1.05643
H -0.01514 -0.66055 -3.45597
H 0.46840 -3.68948 -0.44146
H -0.24294 -3.14097 -2.61989
H 3.62970 0.45731 1.45452
C -2.68397 -1.13891 1.48808
C -1.86895 1.11503 0.80445
N -2.25008 0.25246 1.73414
N -1.42480 0.64960 -0.37341
N -1.68773 2.40431 1.09582
H -2.37694 0.60703 2.66852
H -1.37311 -0.33117 -0.62028
H -1.61800 1.16241 -1.22162
H -2.15942 2.78427 1.90108
H -0.87058 2.89371 0.76857
H -1.90074 -1.75457 1.94962
H -2.88131 -1.44209 0.44216
H -3.59231 -1.28431 2.06655

*2*
32
Properties=species:S:1:pos:R:3 method="wB97M-V/def2-TZVPD" total_charge=+1 mol_weight_g_mol=205.3 smiles="CC1(C)CCc2nc3n(c(=[NH2+])c21)CCN3" multiplicity=1 homo_lumo_gap_ev=9.15 homo_energy_ha=-0.436
C -2.57895 -0.41881 -1.38382
C -2.10436 0.00862 0.01061
C -2.62802 -0.96352 1.06948
C -2.53211 1.47415 0.32260
C -1.32323 2.39107 0.03768
C -0.16607 1.44410 0.03870
N 1.13384 1.82676 0.03203
C 2.04805 0.93033 0.02487
N 1.86031 -0.47217 0.02472
C 0.67535 -1.04182 0.04273
N 0.40950 -2.32535 0.07827
C -0.62705 0.18256 0.03949
C 3.15154 -1.15622 0.07085
C 4.16298 -0.01920 -0.15047
N 3.36537 1.16837 0.05609
H -2.25462 0.29669 -2.13579
H -3.66508 -0.46915 -1.39975
H -2.18799 -1.39858 -1.65114
H -3.69605 -0.81296 1.20592
H -2.13364 -0.79985 2.02411
H -2.48244 -1.99980 0.76929
H -2.80108 1.54766 1.37550
H -3.39955 1.75850 -0.26766
H -1.19840 3.17297 0.78401
H -1.39644 2.87427 -0.93747
H -0.55526 -2.62137 0.10356
H 1.12886 -3.02912 0.15459
H 3.21862 -1.91700 -0.71160
H 3.28269 -1.63156 1.04830
H 4.99313 -0.05608 0.55907
H 4.57383 -0.04243 -1.16784
H 3.72628 2.09891 -0.06691

*3*
32
Properties=species:S:1:pos:R:3 method="wB97M-V/def2-TZVPD" total_charge=+1 mol_weight_g_mol=205.3 multiplicity=1 homo_lumo_gap_ev=8.50 homo_energy_ha=-0.412
C 0.91129 -1.80525 0.74165
C 1.94692 0.00079 2.01870
N 1.03868 -0.93887 1.90508
N 2.66251 0.44414 0.96527
N 2.27423 0.45952 3.23536
H 0.37674 -1.05569 2.65711
H 2.12597 0.78039 0.16796
H 3.48944 0.99110 1.14224
H 2.13337 -0.06984 4.08167
H 3.01304 1.13888 3.31661
H -0.06475 -1.68354 0.28814
H 0.95794 -2.83938 1.07948
H 1.66900 -1.64480 -0.01927
C -1.70915 -1.53655 -3.07948
C -0.28156 0.92575 -0.66103
C -1.33033 0.08330 -1.04993
C -0.90275 -0.56734 -2.27859
C 0.34105 -0.11624 -2.53677
C -0.35886 1.75135 0.44273
C -1.59408 1.83401 1.08911
C -2.55322 0.14591 -0.38881
C -2.65611 1.02603 0.68893
N 0.76532 0.83846 -1.58717
H 1.06334 1.72081 -1.99702
H 0.42989 2.46073 0.66328
H 0.87374 -0.29371 -3.45753
H -1.68617 2.43882 1.98182
H -3.40091 -0.46602 -0.64443
H -1.93952 -2.51033 -2.65688
H -1.29187 -1.64883 -4.08069
H -3.61951 1.18030 1.16018
H -2.68368 -1.04393 -3.18773

Most stable: *3* (next structure +9.2 kcal/mol)

*1*
23
Properties=species:S:1:pos:R:3 method="wB97M-V/def2-TZVPD" total_charge=+1 mol_weight_g_mol=124.2 smiles="CC1(C)CC[C@H]1[NH+]1C=C1" multiplicity=1 homo_lumo_gap_ev=10.65 homo_energy_ha=-0.529
C 1.07576 -0.89984 -1.38662
C 0.74289 -0.24788 -0.03604
C 1.54509 -0.97323 1.07554
C 0.99260 1.26150 -0.06316
C -0.38612 1.52584 0.35827
C -0.66130 0.05276 0.43813
N -1.87894 -0.31804 -0.25924
C -2.91959 0.68999 -0.18457
C -3.13997 -0.36458 0.49236
H 1.06837 -1.97790 -1.39760
H 2.02477 -0.48397 -1.61648
H 0.30350 -0.66272 -2.15372
H 0.89830 -1.66105 1.53633
H 2.06276 -0.28368 1.67146
H 2.14567 -1.61930 0.47126
H 1.29702 1.82187 -1.08798
H 1.68361 1.65788 0.64729
H -0.51643 1.89372 1.33854
H -0.87734 2.00223 -0.40762
H -0.85728 -0.26904 1.42869
H -1.69282 -0.89506 -1.14635
H -3.16634 1.58791 -0.80247
H -3.77427 -0.83444 1.26833

*2*
23
Properties=species:S:1:pos:R:3 method="wB97M-V/def2-TZVPD" total_charge=+1 mol_weight_g_mol=124.2 smiles="CC[C@]1(C=[NH2+])[C@@H]2C[C@@]21C" multiplicity=1 homo_lumo_gap_ev=8.90 homo_energy_ha=-0.494
C 2.70277 0.73818 -0.21744
C 1.36800 0.67316 0.62435
C 0.25966 -0.16218 -0.09030
C 0.29807 -1.50531 0.31545
N -0.15340 -2.65266 -0.05402
C -0.54891 0.29622 -1.30370
C -1.02476 1.63975 -0.84640
C -1.20979 0.39459 -0.05267
C -2.45553 0.08179 0.69007
H 3.53040 0.41961 0.49337
H 2.95688 1.80821 -0.45888
H 2.77742 0.09015 -1.09994
H 1.06421 1.69210 0.85493
H 1.37483 0.14333 1.59566
H 0.86424 -1.62635 1.22402
H -0.12363 -3.49241 0.57925
H -0.58962 -2.71296 -1.05056
H -0.83398 -0.17763 -2.18352
H -1.88949 2.05518 -1.30680
H -0.11769 2.18726 -0.30256
H -2.45761 0.71986 1.54440
H -2.47046 -0.97066 0.97268
H -3.32160 0.36078 0.07261

Most stable: *2* (next structure +37.0 kcal/mol)

*1*
55
Properties=species:S:1:pos:R:3 method="wB97M-V/def2-TZVPD" mol_weight_g_mol=395.5 smiles="O=C(c1ccccc1F)N1CCC[C@H](C(=O)N2CCN(c3ccccc3)CC2)C1" multiplicity=1 homo_lumo_gap_ev=8.54 homo_energy_ha=-0.289
O -1.70311 -0.09361 -4.04642
C -1.08085 -0.99986 -3.52512
C -0.18832 -1.88007 -4.35905
C -0.73416 -2.83367 -5.20914
C 0.07704 -3.57334 -6.05208
C 1.44540 -3.35954 -6.06972
C 2.00983 -2.40460 -5.24188
C 1.18521 -1.67958 -4.40314
F 1.74263 -0.75471 -3.58766
N -1.16279 -1.29780 -2.21351
C -0.40145 -2.31497 -1.52952
C 0.58825 -1.66177 -0.56214
C -0.16154 -0.75563 0.41004
C -0.98602 0.28418 -0.36364
C -1.81606 1.08030 0.63337
O -2.88724 0.66126 1.03336
N -1.31637 2.26101 1.06773
C -0.00769 2.81534 0.78912
C 0.52996 3.46546 2.08386
N 0.09458 2.73625 3.24731
C 0.77557 1.61077 3.68321
C 0.39818 0.99378 4.88246
C 1.06980 -0.11403 5.35700
C 2.15001 -0.63665 4.66572
C 2.55526 -0.01853 3.49714
C 1.88275 1.08627 3.00855
C -1.34319 2.83317 3.43605
C -2.04811 3.00019 2.07581
C -1.92661 -0.44573 -1.33052
H -1.80251 -2.98699 -5.20210
H -0.36138 -4.31478 -6.70217
H 2.07657 -3.93256 -6.73145
H 3.07130 -2.21295 -5.24003
H 0.11885 -2.94211 -2.25534
H -1.10014 -2.94460 -0.96493
H 1.12944 -2.43453 -0.01478
H 1.31056 -1.07361 -1.13064
H 0.54171 -0.26716 1.08833
H -0.84439 -1.35275 1.01930
H -0.33134 0.92887 -0.95353
H -0.07382 3.56511 -0.01053
H 0.67116 2.02596 0.47190
H 1.61791 3.52366 2.06106
H 0.14905 4.48696 2.17912
H -0.41627 1.39932 5.46247
H 0.75070 -0.56829 6.28381
H 2.67294 -1.50414 5.03773
H 3.40225 -0.40334 2.94701
H 2.23790 1.53265 2.09260
H -1.70599 1.91883 3.90550
H -1.58333 3.68440 4.08607
H -2.09718 4.05071 1.77546
H -3.05904 2.59474 2.12160
H -2.47611 0.26900 -1.94570
H -2.63978 -1.04631 -0.75797

*2*
55
Properties=species:S:1:pos:R:3 method="wB97M-V/def2-TZVPD" mol_weight_g_mol=395.5 smiles=COc1ccc(-n2cc(CN(C)C3CCOCC3)c(-c3cccc(F)c3)n2)cc1 multiplicity=1 homo_lumo_gap_ev=8.61 homo_energy_ha=-0.291
C 6.55019 3.46758 -2.56301
O 5.61330 2.78474 -3.36127
C 4.62915 2.07597 -2.74742
C 3.72921 1.42481 -3.59370
C 2.69235 0.67608 -3.08305
C 2.53282 0.55767 -1.70412
N 1.49655 -0.19386 -1.14210
C 0.61332 -1.01769 -1.75801
C -0.20328 -1.55812 -0.79004
C -1.40184 -2.42264 -1.04237
N -2.63742 -1.69750 -1.29521
C -2.63815 -0.98700 -2.55261
C -3.17774 -0.97425 -0.15365
C -4.71016 -1.06897 -0.13967
C -5.24133 -0.39981 1.12868
O -4.84407 0.94779 1.21835
C -3.44226 1.07994 1.23234
C -2.80166 0.51138 -0.03484
C 0.26850 -0.98039 0.41990
C -0.21647 -1.13601 1.78755
C -0.63955 -2.36357 2.29281
C -1.11325 -2.46541 3.58831
C -1.16722 -1.35216 4.40956
C -0.71764 -0.14486 3.90534
F -0.75036 0.94672 4.70058
C -0.24461 -0.01601 2.61591
N 1.28355 -0.16534 0.17190
C 3.42440 1.20788 -0.85855
C 4.46320 1.96108 -1.37019
H 7.11724 2.77778 -1.92984
H 6.06830 4.22494 -1.93661
H 7.22909 3.95638 -3.25982
H 3.86494 1.52508 -4.65861
H 2.00955 0.19315 -3.76350
H 0.62354 -1.19204 -2.81398
H -1.58588 -3.08685 -0.19670
H -1.20978 -3.04227 -1.92435
H -2.45226 -1.70419 -3.35327
H -1.87841 -0.19389 -2.61524
H -3.61822 -0.54475 -2.71533
H -2.80866 -1.48533 0.74427
H -5.01910 -2.11350 -0.16979
H -5.12372 -0.55914 -1.01028
H -6.33343 -0.38831 1.13795
H -4.88240 -0.95332 2.01222
H -3.24647 2.15068 1.32147
H -3.02599 0.56751 2.11496
H -1.72059 0.64034 0.01620
H -3.18253 1.06251 -0.89580
H -0.57391 -3.24871 1.67910
H -1.44138 -3.42231 3.96584
H -1.53810 -1.41044 5.42037
H 0.09868 0.93841 2.25139
H 3.28695 1.11139 0.20631
H 5.13620 2.45117 -0.68522

Most stable: *1* (next structure +44.2 kcal/mol)

*1*
8
Properties=species:S:1:pos:R:3 method="wB97M-V/def2-TZVPD" mol_weight_g_mol=122.2 smiles="O=S(=O)=C1CS1" multiplicity=1 homo_lumo_gap_ev="7.40 / 7.37" homo_energy_ha="-0.352 / -0.351"
O -1.55921 1.84577 0.35059
S -0.36420 1.22223 0.74863
O 0.67765 2.04403 1.28281
C 0.30117 0.21503 -0.66495
C 0.44103 -1.23126 -0.34275
S -0.93317 -0.77214 -1.30179
H 1.24015 -1.76871 -0.74236
H 0.19657 -1.55496 0.66981

*2*
8
Properties=species:S:1:pos:R:3 method="wB97M-V/def2-TZVPD" mol_weight_g_mol=122.2 multiplicity=1 homo_lumo_gap_ev=8.05 homo_energy_ha=-0.361
C 1.22920 1.06539 1.70709
C 0.53252 1.08761 0.74544
O -1.35208 -1.44914 0.15926
O -0.61674 0.79147 -0.63620
S 0.82513 -1.47603 -1.75559
S -0.72997 -0.74662 -0.92060
H 1.84728 1.17520 2.55530
H -1.73536 -0.44787 -1.85470

*3*
8
Properties=species:S:1:pos:R:3 method="wB97M-V/def2-TZVPD" mol_weight_g_mol=122.2 smiles="O=C(O)C(=S)S" multiplicity=1 homo_lumo_gap_ev=7.86 homo_energy_ha=-0.351
O -1.56303 -1.35423 0.51681
C -1.16163 -0.19604 -0.02734
O -1.75668 0.91783 -0.18236
C 0.41844 0.02041 0.03417
S 1.29224 1.47070 0.26936
S 1.38250 -1.44974 -0.02573
H -1.20902 1.60159 -0.37384
H 2.59718 -1.01052 -0.21107

*4*
8
Properties=species:S:1:pos:R:3 method="wB97M-V/def2-TZVPD" mol_weight_g_mol=122.2 multiplicity=1 homo_lumo_gap_ev=9.10 homo_energy_ha=-0.361
C 1.78374 -0.81386 0.47651
C 0.85564 -0.68354 -0.66544
O 3.54923 1.68081 -0.23328
O 4.36649 -0.48368 -0.77239
S 0.48183 -1.87212 0.65866
S 4.19060 0.48088 0.25362
H 0.36527 0.30258 -0.83197
H 1.12526 -1.16116 -1.53586

Most stable: *3* (next structure +44.5 kcal/mol)

*1*
6
Properties=species:S:1:pos:R:3 method="wB97M-V/def2-TZVPD" mol_weight_g_mol=49.0 smiles="N=[PH3]" multiplicity=1 homo_lumo_gap_ev=9.73 homo_energy_ha=-0.322
N 1.27927 0.17961 0.13480
P -0.27748 -0.14063 0.02400
H 1.54886 0.84530 -0.65544
H -0.30753 -1.55831 0.03427
H -1.20422 0.43118 -0.75127
H -1.03890 0.24285 1.21363

*2*
6
Properties=species:S:1:pos:R:3 method="wB97M-V/def2-TZVPD" mol_weight_g_mol=49.0 multiplicity=1 homo_lumo_gap_ev=7.95 homo_energy_ha=-0.299
N -0.99282 -1.86891 0.05381
P -0.04618 0.15177 -0.12685
H -0.80263 -2.33524 -0.81824
H 0.73990 0.82255 1.01676
H -0.96324 1.20796 -0.62620
H 0.71314 0.10579 -1.31755

*3*
6
Properties=species:S:1:pos:R:3 method="wB97M-V/def2-TZVPD" mol_weight_g_mol=49.0 smiles="N=[PH3]" multiplicity=1 homo_lumo_gap_ev=8.66 homo_energy_ha=-0.313
N -0.30111 -0.33830 -1.68451
P -0.04896 -0.03715 0.33659
H 0.48794 0.15411 -1.88660
H 0.22590 1.16746 0.80245
H 0.85720 -0.73151 1.32157
H -1.22097 -0.21462 1.11050

Most stable: *1* (next structure +45.8 kcal/mol)